Entry from OMol25: a structure of composition C37H34BCl2F3N10Re (the ωB97M-V functional and the def2-TZVPD basis).

Each line ends with the Löwdin charge.
Geometry (Å):
Re (0.27019, 0.54942, -0.04131)  1.5844
Cl (-1.32295, -1.78407, -2.96359)  0.7486
Cl (2.54824, -2.55376, 0.73240)  0.7651
F (-8.72942, 2.49120, -2.23902)  0.1445
F (-8.27295, 1.41165, -4.05853)  0.1475
F (-7.85366, 3.53023, -3.91798)  0.1524
N (4.09437, 3.60321, 2.99227)  0.1192
N (0.30294, -1.04870, -0.65183)  -0.1612
N (2.29933, 0.82465, -0.53765)  -0.0763
N (3.88032, 2.34522, 2.52808)  -0.0145
N (0.65985, 2.68398, 0.44000)  -0.0509
N (1.95471, 0.78029, 2.46442)  0.0417
N (-2.70540, 0.86967, 2.72820)  0.0920
N (0.92437, 0.15270, 1.85661)  -0.0919
N (3.18752, 1.33744, 0.34905)  0.0369
N (1.64457, 2.98729, 1.35825)  0.0401
C (-1.60075, 1.12653, -0.52521)  -0.1822
C (-3.97678, 1.57561, -1.59634)  -0.2343
C (0.65167, -2.27113, -1.19986)  -0.3787
C (-7.83284, 2.37288, -3.23770)  -0.5881
C (-4.51466, -0.04248, 1.40725)  -0.0545
C (-0.04904, -2.74239, -2.31878)  -0.6058
C (5.24536, 3.57286, 3.63866)  -0.3392
C (-0.64574, -1.71941, 2.32784)  -0.0435
C (0.70514, 4.89682, 0.78164)  0.0037
C (0.42121, -0.75746, 2.71485)  -0.3384
C (4.36772, 1.50714, -0.25830)  -0.0201
C (5.79578, 4.79910, 4.29101)  -0.0282
C (2.26856, 0.23542, -2.97612)  -0.0088
C (1.99922, -4.28104, -1.24746)  -0.0890
C (-5.79872, 0.03143, 0.89503)  -0.0866
C (4.25339, 1.08404, -1.56657)  0.0128
C (-0.90723, 4.06397, -0.99921)  -0.0311
C (-6.57920, 1.15862, 1.12232)  -0.0995
C (-5.88115, 3.01548, -1.84652)  0.0054
C (-4.00190, 0.99982, 2.18584)  -0.3323
C (1.66336, 4.30863, 1.57251)  -0.0247
C (2.07526, 0.31902, 3.70841)  -0.0143
C (1.12742, -0.67061, 3.90788)  0.0153
C (4.90800, 1.52941, 2.88900)  -0.1032
C (1.29607, -4.71361, -2.35966)  -0.0480
C (2.92742, 0.68001, -1.71481)  -0.3000
C (0.27513, -3.95333, -2.90165)  -0.0832
C (-4.77534, 2.13728, 2.38963)  -0.0430
C (-4.64073, 2.76740, -1.29749)  -0.0074
C (-2.69125, 1.32519, -1.03191)  -0.0880
C (-6.05830, 2.20977, 1.85905)  -0.0907
C (-5.80597, 0.89867, -3.00638)  0.0140
C (0.11563, 3.86038, 0.06553)  -0.3047
C (-4.55918, 0.64544, -2.45970)  -0.0007
C (-6.46133, 2.07989, -2.69271)  -0.1043
C (1.68539, -3.06433, -0.67263)  -0.5837
C (5.80595, 2.27586, 3.60142)  -0.0084
B (2.69229, 1.91668, 1.70584)  -0.6511
H (0.96984, -1.25374, 4.79812)  0.1182
H (-2.61995, 0.05462, 3.32106)  0.0812
H (5.20077, 1.93633, 0.27199)  0.1336
H (-6.40953, 3.92867, -1.60565)  0.1346
H (5.12800, 5.15337, 5.07605)  0.0800
H (-6.26719, 0.18348, -3.67232)  0.1255
H (-0.19887, -2.59619, 1.85182)  0.0722
H (6.76687, 4.59283, 4.73627)  0.0771
H (-1.35658, -1.26978, 1.63842)  0.0387
H (1.54012, -5.66952, -2.80312)  0.1207
H (6.73275, 1.94600, 4.03853)  0.1071
H (-7.58034, 1.22157, 0.71585)  0.1054
H (5.01546, 1.09014, -2.32604)  0.1173
H (-0.74692, 5.04812, -1.43717)  0.0910
H (-3.88701, -0.90279, 1.21028)  0.1055
H (2.38504, 4.72121, 2.25536)  0.1071
H (5.91451, 5.60318, 3.56534)  0.0798
H (-4.39402, 2.94442, 3.00502)  0.1087
H (-1.91586, 4.03935, -0.58661)  0.0708
H (-0.84175, 3.31779, -1.78375)  0.0661
H (0.47600, 5.94471, 0.69945)  0.1163
H (1.31360, -0.25286, -2.80961)  0.0307
H (-2.41766, 1.67598, 3.26610)  0.0857
H (-6.66319, 3.08865, 2.04613)  0.1078
H (2.78756, -4.88548, -0.82237)  0.1144
H (-6.19332, -0.78947, 0.30967)  0.1084
H (-1.17396, -2.06179, 3.21667)  0.0918
H (-0.27370, -4.29658, -3.76689)  0.1159
H (4.92122, 0.48716, 2.60989)  0.1308
H (2.92506, -0.44699, -3.51512)  0.0952
H (2.08699, 1.09580, -3.62268)  0.0964
H (-4.18959, 3.47549, -0.61628)  0.1153
H (2.81679, 0.72605, 4.37523)  0.1370
H (-4.03251, -0.26828, -2.69654)  0.1009

Cartesian forces (eV/Å) of the 6 atoms listed first:
-0.144 0.055 -0.110
-0.068 0.043 -0.096
0.024 0.108 -0.033
0.030 -0.010 -0.020
0.012 -0.005 -0.010
0.016 0.006 -0.009

Properties
* calculated total energy: -89823.2671 eV
* LUMO: -4.1725 eV
* HOMO level: -10.4 eV
* relative energy (zero: lowest compared OMol25 entry of this formula, charge and spin): 0.927 eV
* HOMO-LUMO gap: 6.228 eV
* total charge: +1